C20H35BCl12IN2O7P2S | ωB97M-V/def2-TZVPD

Each line ends with the Löwdin charge.
CARTESIAN COORDINATES (ANGSTROEM)
1 I -3.37958 0.90930 3.28512  0.663
2 Cl 5.91881 7.68905 -0.00748  0.554
3 Cl 4.26351 -1.57582 -4.71228  0.521
4 Cl -6.55306 -7.15287 0.30287  0.512
5 Cl 1.59269 1.65712 5.59769  0.562
6 Cl 2.30616 -2.15522 -7.45577  0.521
7 Cl 2.50884 3.84739 2.61840  0.624
8 Cl 4.07193 6.04357 -2.36864  0.579
9 Cl -5.42663 0.61329 -5.09296  0.507
10 Cl 3.92842 3.11012 -0.40400  0.543
11 Cl -8.34928 0.50165 -3.32116  0.527
12 Cl 0.90801 4.71279 6.97166  0.530
13 Cl -7.23774 -4.09721 1.67683  0.520
14 S -2.61651 -1.05630 -3.83184  0.548
15 P 0.57810 0.42730 0.28612  0.951
16 P 0.51748 -3.60806 2.07996  0.798
17 O 1.70774 -3.18964 3.32335  -0.230
18 O 0.99676 -3.01306 -0.67582  0.000
19 O -0.92795 -3.87833 2.65161  -0.379
20 O -0.93108 -3.97862 -1.47528  0.072
21 O -0.88714 -1.46726 -0.96505  -0.087
22 O -0.99749 -1.03633 3.73294  -0.135
23 O 1.07653 -5.17030 1.44264  -0.246
24 N 0.02351 -2.49165 -3.00350  0.184
25 N -3.55168 -3.78169 -0.55709  0.092
26 C -5.47833 -6.17460 1.33267  -0.667
27 C -1.85024 -0.63194 2.77208  -0.645
28 C 0.62919 -2.37858 0.63453  -0.285
29 C 0.76972 1.36205 1.93821  -0.375
30 C 1.89874 3.41472 7.68280  -0.669
31 C 0.00595 1.55013 -1.14861  -0.306
32 C -7.79307 -0.66443 -4.54718  -0.670
33 C -1.11892 -1.85534 -3.50534  -0.506
34 C 4.32203 4.48361 0.65955  -0.714
35 C -2.32546 -3.85477 -1.02375  -0.115
36 C -6.24700 -5.39527 2.38798  -0.667
37 C 4.48914 7.77498 -2.34824  -0.652
38 C 3.06900 -3.37482 -6.40557  -0.670
39 C -1.88677 -1.17231 1.22592  -0.140
40 C 5.86654 8.02676 -1.75555  -0.656
41 C 2.66742 2.63539 6.62749  -0.667
42 C -0.45439 -1.17142 0.44200  -0.458
43 C -6.28315 -0.84231 -4.52715  -0.675
44 C 3.12782 -2.92652 -4.95387  -0.663
45 C 4.19974 4.12355 2.13172  -0.622
46 B -0.22516 -2.68225 -1.48800  -1.122
47 H 5.35197 4.77460 0.43230  0.043
48 H 6.63279 7.41539 -2.24259  0.071
49 H 3.70867 8.30575 -1.79393  0.071
50 H 1.57630 2.20920 1.78393  -0.091
51 H -0.25690 1.90027 2.22210  0.043
52 H 3.36133 1.94076 7.11025  0.070
53 H 1.09784 0.64024 2.82892  0.042
54 H 0.88628 1.54416 -1.95474  0.054
55 H 2.59838 3.89334 8.37442  0.067
56 H -8.14571 -0.32265 -5.52543  0.065
57 H 3.66614 5.31839 0.39295  0.036
58 H -5.54737 -4.91665 3.07959  0.073
59 H -1.01902 1.24942 -1.64055  0.048
60 H -5.99606 -1.65857 -5.19676  0.074
61 H 4.06662 -3.58819 -6.80226  0.063
62 H 2.46797 -4.28512 -6.48937  0.071
63 H 4.57623 4.94545 2.74786  0.070
64 H 4.46268 8.11916 -3.38638  0.072
65 H -4.78442 -6.86923 1.81543  0.072
66 H 3.24734 3.29946 5.97878  0.058
67 H 3.47746 -3.75020 -4.32428  0.075
68 H -6.90738 -6.04687 2.96888  0.063
69 H -0.05929 2.68703 -0.79163  0.051
70 H 1.23837 2.76313 8.26371  0.069
71 H -2.41305 -2.24303 1.26166  0.123
72 H -2.63813 -0.49404 0.59293  0.127
73 H -8.28250 -1.61688 -4.32312  0.071
74 H 2.48081 -2.78925 2.78850  0.084
75 H 1.62689 -1.76507 0.86835  0.101
76 H 4.77443 3.22452 2.37586  0.075
77 H -4.89840 -5.51054 0.68396  0.027
78 H 6.13940 9.07863 -1.88278  0.070
79 H -5.91884 -1.08198 -3.52319  0.066
80 H 2.14472 -2.61304 -4.58869  0.044
81 H 0.36126 -5.86349 1.66535  0.091

## Properties
E = -227079.29541 eV
Energy above the lowest of the compared OMol25 structures with the same formula, charge and spin = 113.38 kcal/mol
Net charge = -1
Gap between HOMO and LUMO = 6.89 eV
Largest force on an atom = 11.6 eV/Å

=====

C20H35BClF2N2O11 | ωB97M-V/def2-TZVPD

Each line ends with the Löwdin charge.
CARTESIAN COORDINATES (ANGSTROEM)
1 Cl -1.12489 4.06713 -0.14910  0.620
2 F -2.99707 1.92750 -2.17343  -0.018
3 F 2.51974 2.98800 0.75667  0.042
4 O 5.62472 1.42490 -0.81760  -0.028
5 O -6.91998 -1.68867 0.62291  0.059
6 O 1.59036 -0.50840 -1.27625  -0.074
7 O 3.61839 1.80066 -0.98692  0.055
8 O -6.12985 -3.23399 -0.85529  -0.085
9 O 2.21562 0.57075 0.60608  0.043
10 O 4.13039 7.80632 -0.50097  0.041
11 O 1.13455 1.93705 -0.88148  0.028
12 O -3.13713 0.88106 -0.13891  0.067
13 O 3.60485 -2.96127 0.42605  -0.221
14 O 2.03551 7.23984 -0.43671  0.058
15 N 4.71889 1.94185 -0.19411  -0.021
16 N 3.19787 7.05540 -0.74511  -0.449
17 C -2.42481 1.11957 -1.11979  -0.328
18 C -4.78904 -3.29224 -1.41583  -0.187
19 C -1.00707 -3.01748 -0.21541  -0.216
20 C -0.41009 1.59253 1.22395  -0.108
21 C -0.91756 0.66382 -1.34521  0.019
22 C 3.61748 -1.94942 -0.64088  -0.142
23 C 3.78698 -3.40035 2.83110  -0.092
24 C 0.62667 -1.28576 1.06863  -0.062
25 C -3.66306 -2.62059 -0.46380  -0.150
26 C 1.09162 -0.17750 0.03172  -0.340
27 C -6.38004 -0.70990 -1.61871  0.004
28 C -0.85799 -1.85219 0.87180  -0.184
29 C -1.17203 2.99086 1.31901  -0.656
30 C -0.49558 3.84534 2.53171  -0.145
31 C 2.19249 -1.80452 -1.37342  -0.139
32 C 3.50052 5.80303 -1.48369  0.052
33 C 4.25984 -2.43716 1.61137  -0.252
34 C -6.51303 -1.89069 -0.53933  -0.414
35 C 0.11662 1.13558 -0.20517  -0.288
36 C -2.46208 -3.67367 -0.29407  -0.206
37 B 2.41124 1.82549 -0.12853  -1.028
38 H 0.48066 4.26269 2.07640  0.079
39 H -0.26305 -3.84084 0.06356  0.114
40 H 3.77231 -4.50077 2.50737  0.077
41 H 2.92612 5.82036 -2.40890  0.103
42 H -4.07481 -2.40749 0.59197  0.139
43 H 0.39819 1.59678 2.04556  0.133
44 H 1.32197 -2.18794 1.16225  0.113
45 H 4.54911 -3.25757 3.66980  0.068
46 H 3.20439 4.96634 -0.84907  0.094
47 H -2.26760 2.84838 1.64979  0.103
48 H 1.53927 -2.68606 -1.06464  0.106
49 H -3.28348 -1.67786 -0.98253  0.096
50 H 5.38852 -2.54350 1.46908  0.121
51 H -6.98465 -0.90437 -2.56261  0.091
52 H -0.95202 -0.47634 -1.49566  0.119
53 H 4.05464 -0.95063 -0.29229  0.119
54 H -1.16154 -2.31799 1.88663  0.128
55 H -1.65150 -1.06844 0.64212  0.080
56 H -4.78926 -2.75087 -2.43297  0.123
57 H -0.65937 -2.62372 -1.24538  0.110
58 H -2.68819 -4.38129 0.58548  0.123
59 H -6.70589 0.24342 -1.06536  0.104
60 H 3.96603 -1.35660 1.82936  0.125
61 H 2.41248 -1.96863 -2.49650  0.137
62 H -5.29607 -0.54609 -1.93353  0.073
63 H -1.16187 0.78521 1.56942  0.120
64 H -1.14898 4.75565 2.74502  0.069
65 H -0.27070 3.19928 3.44023  0.079
66 H 2.74580 -3.13272 3.20911  0.065
67 H 4.56773 5.76821 -1.69361  0.094
68 H 0.63998 -0.78453 2.10832  0.135
69 H -0.52927 1.09706 -2.33383  0.150
70 H -2.46961 -4.34104 -1.23652  0.104
71 H -4.57920 -4.39445 -1.64534  0.125
72 H 4.37679 -2.35652 -1.41399  0.129

## Properties
E = -65441.46358 eV
Net charge = -1
Gap between HOMO and LUMO = 8.90 eV
Largest force on an atom = 4.5 eV/Å

=====

C20H35BF3N4O7P2 | ωB97M-V/def2-TZVPD

Each line ends with the Löwdin charge.
CARTESIAN COORDINATES (ANGSTROEM)
1 P 1.03699 1.51349 -2.27074  1.002
2 P 3.45194 -0.43289 -1.48826  0.705
3 F -5.11976 -0.53094 -3.33557  0.047
4 F -3.88330 -2.40816 -3.66740  0.043
5 F -3.38320 -0.48330 -4.86736  0.082
6 O 4.45616 0.91003 -1.60247  -0.160
7 O 0.93205 -1.13369 -1.77934  -0.055
8 O 3.48046 -1.13299 -2.87373  -0.314
9 O 4.01391 -1.62891 -0.38040  -0.172
10 O 2.21463 2.75195 -2.25000  -0.354
11 O -0.45303 -2.77816 -1.04207  -0.059
12 O -0.61736 -3.52344 2.28303  0.120
13 N 1.24985 0.32547 0.21643  -0.045
14 N 0.25009 -1.18803 1.90914  0.282
15 N -0.89790 -0.61931 -0.19599  0.179
16 N -2.11287 -1.67637 3.07730  -0.096
17 C -1.31103 -1.03777 -2.71713  -0.043
18 C 1.66139 3.51698 0.82139  -0.005
19 C 2.12904 5.00287 0.65846  -0.193
20 C 2.72242 2.35677 0.94183  -0.140
21 C 3.64896 5.40777 0.60680  -0.014
22 C 1.59001 -0.00791 -1.18221  -0.508
23 C -3.77755 -0.97413 -3.60048  -0.376
24 C -1.78810 -3.29727 -0.92145  -0.197
25 C 4.20526 2.80930 0.91397  -0.040
26 C -1.76670 -1.57222 4.55726  -0.083
27 C -2.87014 -5.34995 0.46734  -0.116
28 C 4.69266 4.27180 0.73889  -0.042
29 C 0.19213 -0.51691 0.74342  -0.148
30 C -0.52299 2.32194 -1.50627  -0.262
31 C -2.51645 -0.28609 2.69208  -0.112
32 C -0.42676 -1.34963 -1.37924  -0.423
33 C -2.78834 -0.50001 -2.40802  -0.059
34 C 1.08933 6.23699 0.56433  -0.099
35 C 2.25883 0.81274 1.13772  -0.151
36 C -1.62037 -4.83841 -0.39824  -0.203
37 B -0.84063 -2.10807 2.41049  -0.527
38 H -0.81503 -0.93718 4.73863  0.104
39 H -2.59863 -1.02662 5.14751  0.113
40 H 1.79348 0.83083 2.20215  0.142
41 H -2.46050 -2.79170 -0.14438  0.116
42 H 0.26710 6.17518 1.35714  0.081
43 H -0.31059 3.45997 -1.43629  0.052
44 H -1.65415 0.45587 2.56907  0.095
45 H -2.38494 -3.38755 -1.89000  0.125
46 H -0.79079 -0.32161 -3.43401  0.113
47 H -0.60800 -4.95941 0.11237  0.103
48 H -1.56333 -5.46235 -1.37223  0.122
49 H -3.23074 0.18741 3.46919  0.114
50 H 1.68257 7.20182 0.80226  0.081
51 H 3.21486 0.17030 1.28314  0.134
52 H -1.41181 2.22412 -2.21941  0.040
53 H -3.67865 -5.73710 -0.25683  0.086
54 H 4.01097 6.48237 0.48631  0.103
55 H 1.08085 -1.10553 2.53169  0.177
56 H 3.65554 -2.48562 -0.70848  0.091
57 H -3.25301 -0.96433 -1.45504  0.125
58 H 4.34431 1.24473 -2.52602  0.098
59 H -1.83989 -0.76023 0.13468  0.095
60 H -1.65555 -2.59562 5.05597  0.108
61 H -2.50816 -6.29219 1.03320  0.088
62 H 1.78604 3.63466 -2.36390  0.065
63 H -1.44081 -2.02679 -3.30399  0.146
64 H 0.68468 6.39150 -0.50174  0.081
65 H -0.21533 -3.91733 3.08765  0.130
66 H -2.90043 0.63213 -2.35663  0.117
67 H 5.83132 4.43699 0.71402  0.105
68 H -3.25330 -4.56725 1.20328  0.072
69 H -3.16186 -0.38202 1.73329  0.102
70 H 0.53693 3.35685 0.86142  0.081
71 H 5.00503 1.98678 1.00855  0.102
72 H -0.73779 1.98541 -0.43611  0.027

## Properties
SMILES = CCCO[C@@]1(CCC(F)(F)F)NC(NB(O)N(C)C)=[N+](Cc2cccc(C)c2)[C@@](P(C)O)(P(=O)(O)O)O1
E = -68995.95098 eV
Energy above the lowest of the compared OMol25 structures with the same formula, charge and spin = 241.22 kcal/mol
Net charge = +1
Gap between HOMO and LUMO = 7.11 eV
Largest force on an atom = 6.7 eV/Å

=====

C20H35CoN2O2P2 | ωB97M-V/def2-TZVPD

Each line ends with the Löwdin charge.
CARTESIAN COORDINATES (ANGSTROEM)
1 Co -0.24216 -0.68506 0.82559  0.244
2 P 0.98201 0.85471 1.58835  0.850
3 P -0.52245 -1.45019 -1.30277  0.915
4 O 5.39163 0.33917 -1.76849  -0.116
5 O 1.25365 2.06961 -2.64770  -0.084
6 N -2.89256 -2.25949 2.83153  -0.280
7 N 1.25332 -1.93070 0.81954  -0.038
8 C -1.76298 0.49828 0.87272  -0.282
9 C 0.55028 1.17045 3.37857  -0.211
10 C -3.12446 2.50940 1.00745  -0.076
11 C 3.17173 -3.80844 1.12453  -0.013
12 C 2.01841 -4.13002 0.36832  0.005
13 C -2.07397 -1.86037 3.94090  -0.086
14 C -4.26223 -2.59506 3.11926  -0.087
15 C 3.42618 -2.49766 1.51182  -0.020
16 C 2.46325 -1.51013 1.32086  -0.242
17 C 1.08881 -3.11467 0.13802  -0.283
18 C -1.90403 1.87630 0.64794  -0.111
19 C 2.63088 -0.04736 1.90660  -0.214
20 C -0.07611 -3.21108 -0.85804  -0.245
21 C -4.11341 0.38757 1.51634  -0.032
22 C -2.87756 -0.22908 1.30703  -0.255
23 C -4.20287 1.76339 1.43649  -0.087
24 C 1.53519 2.48760 0.98960  -0.238
25 C -2.58469 -1.69016 1.55043  -0.191
26 C -2.21429 -1.42851 -2.06505  -0.214
27 C 0.51273 -1.35984 -2.83940  -0.250
28 H -5.12369 2.27843 1.70110  0.111
29 H 1.46509 2.29987 -3.57025  0.053
30 H 1.87319 -5.06989 -0.16538  0.125
31 H 3.85770 -4.60860 1.35736  0.117
32 H -4.76070 -2.98705 2.22464  0.094
33 H 1.15059 1.07895 -2.79780  0.016
34 H -4.98728 -0.20178 1.78629  0.106
35 H 1.57832 -1.11004 -2.70315  0.046
36 H 0.08334 -0.62487 -3.53583  0.044
37 H -0.92136 -3.72645 -0.35322  0.105
38 H 0.49253 -2.33672 -3.35007  0.052
39 H -4.82921 -1.71628 3.45898  0.080
40 H -1.00867 -2.00602 3.69368  0.075
41 H -3.03780 -1.32318 -1.34292  0.038
42 H 2.65147 -0.14547 3.01904  0.086
43 H -2.35300 -2.45212 4.82276  0.094
44 H 1.43466 1.65233 3.83908  0.060
45 H 2.42754 2.81800 1.55801  0.060
46 H 0.72333 3.20450 1.18349  0.046
47 H -4.28440 -3.33044 3.92954  0.089
48 H 4.25397 -2.26324 2.19062  0.130
49 H -2.20762 -0.78631 4.17099  0.090
50 H 0.27787 0.21944 3.87765  0.043
51 H -0.32562 1.84023 3.34606  0.053
52 H -3.13724 -2.30127 0.80506  0.129
53 H -2.25504 -0.50880 -2.65694  0.051
54 H -2.41615 -2.28347 -2.72690  0.060
55 H 1.72232 2.49278 -0.09464  0.033
56 H -3.20097 3.58877 0.89401  0.104
57 H 3.57093 0.48480 1.61045  0.105
58 H -1.10328 2.42177 0.14904  0.079
59 H 5.21856 1.29381 -1.46057  0.070
60 H 0.18139 -3.76355 -1.78139  0.094
61 H 4.41907 0.15713 -1.97896  0.043
62 H -1.41621 -1.77538 1.38646  0.060

## Properties
<S²> = 3.773
E = -84579.20365 eV
Net charge = +1
Gap between HOMO and LUMO (alpha / beta) = 6.33 / 7.12 eV
Largest force on an atom = 4.1 eV/Å
2S+1 = 4